Entry from OMol25: 5 unconnected molecules or ions with the total composition C12H22BBr2F4NO2 at a distorted geometry (ωB97M-V with the def2-TZVPD basis set).

Output
Charge: -2
E: -170022.2654 eV
Strongest force on any atom: 1.831 eV/A
Multiplicity: 1
Gap between HOMO and LUMO: 4.09 eV

CARTESIAN COORDINATES (ANGSTROEM)
1 B 14.990 13.174 -9.197
2 F 14.979 13.825 -7.925
3 F 15.469 14.084 -10.156
4 F 15.846 12.038 -9.136
5 F 13.695 12.717 -9.464
6 C 8.562 11.434 -11.046
7 C 9.576 12.023 -10.059
8 O 9.836 11.185 -9.043
9 H 8.265 12.227 -11.758
10 H 7.648 11.058 -10.574
11 H 9.026 10.550 -11.490
12 H 9.193 13.014 -9.689
13 H 10.507 12.320 -10.618
14 C 12.083 8.569 -13.042
15 C 13.525 9.043 -12.822
16 C 13.724 8.697 -11.353
17 O 12.486 8.964 -10.715
18 C 11.437 8.945 -11.678
19 H 12.102 7.492 -13.230
20 H 11.593 9.103 -13.856
21 H 13.675 10.096 -13.046
22 H 14.229 8.445 -13.415
23 H 14.534 9.280 -10.912
24 H 13.926 7.627 -11.190
25 H 11.149 9.990 -11.819
26 H 10.596 8.301 -11.440
27 Br 10.221 16.169 -9.585
28 C 11.794 15.272 -8.863
29 C 12.500 16.156 -7.862
30 Br 11.446 16.736 -6.346
31 H 12.532 15.162 -9.652
32 H 11.548 14.333 -8.376
33 H 12.888 17.076 -8.293
34 H 13.367 15.614 -7.482
35 N 5.793 15.098 -7.515
36 C 4.778 14.328 -8.029
37 C 5.240 13.723 -9.165
38 C 6.599 14.136 -9.350
39 C 6.907 14.958 -8.312
40 H 5.719 15.622 -6.664
41 H 3.852 14.199 -7.492
42 H 4.646 13.054 -9.766
43 H 7.233 13.916 -10.189
44 H 7.800 15.507 -8.071

Atoms 1-3, force components in eV/Å:
-0.102 -0.780 0.577
0.100 0.130 -0.098
-0.132 0.049 -0.149


Entry from OMol25: 2 unconnected molecules or ions with the total composition C12H22BNO9P3 at a distorted geometry (ωB97M-V with the def2-TZVPD basis set).

Output
Charge: +1
E: -61254.3304 eV
Strongest force on any atom: 5.128 eV/A
Multiplicity: 1
Gap between HOMO and LUMO: 7.55 eV

CARTESIAN COORDINATES (ANGSTROEM)
1 C -2.066 0.947 3.545
2 C -1.518 1.081 2.244
3 P -2.169 0.054 0.790
4 C -0.802 -1.138 0.331
5 C -1.273 -2.554 -0.204
6 C -1.270 -2.694 -1.796
7 C -2.069 -1.554 -2.537
8 O -3.473 -1.615 -2.211
9 P -2.703 1.493 -0.751
10 P -0.959 2.513 -1.579
11 O -0.961 3.956 -1.109
12 O -1.170 2.489 -3.274
13 O 0.517 1.796 -1.201
14 B -3.797 -0.751 1.416
15 N -3.940 -1.547 2.669
16 O -4.988 -0.538 0.628
17 H -2.284 1.873 4.165
18 H -2.260 -0.053 4.032
19 H -0.662 1.802 2.129
20 H -0.076 -1.226 1.202
21 H -0.183 -0.662 -0.503
22 H -2.265 -2.920 0.187
23 H -0.500 -3.308 0.164
24 H -1.819 -3.668 -2.013
25 H -0.197 -2.778 -2.159
26 H -1.963 -1.763 -3.656
27 H -1.638 -0.509 -2.393
28 H -3.883 -0.839 -2.633
29 H -3.447 2.547 -0.101
30 H -2.134 2.421 -3.448
31 H 0.806 1.220 -1.945
32 H -4.186 -2.496 2.336
33 H -4.782 -1.176 3.130
34 H -4.911 -1.070 -0.198
35 C 5.963 0.304 1.232
36 C 4.793 -0.338 1.231
37 C 3.682 0.070 0.323
38 O 2.632 -0.554 0.338
39 C 3.898 1.220 -0.554
40 C 5.067 1.866 -0.551
41 C 6.189 1.442 0.336
42 O 7.243 2.044 0.297
43 O 5.283 2.931 -1.352
44 O 4.565 -1.390 2.054
45 H 6.777 0.017 1.884
46 H 3.079 1.516 -1.193
47 H 6.198 3.216 -1.165
48 H 3.654 -1.678 1.861

Atoms 1-3, force components in eV/Å:
0.705 0.258 -1.569
-0.981 -0.712 2.385
3.361 0.915 2.021


Entry from OMol25: a molecular structure, C12H22Br12FN2O2S at a distorted geometry (ωB97M-V with the def2-TZVPD basis set).

Output
Charge: +1
E: -873922.5172 eV
Strongest force on any atom: 9.541 eV/A
Multiplicity: 1
Gap between HOMO and LUMO: 6.45 eV

CARTESIAN COORDINATES (ANGSTROEM)
1 N -2.202 3.193 -1.046
2 C -1.933 1.785 -1.618
3 C -0.860 1.081 -0.598
4 C -0.186 -0.310 -1.149
5 C 0.747 -1.108 -0.063
6 C -0.175 -2.255 0.688
7 C 0.363 -2.694 2.173
8 N 0.937 -1.543 2.974
9 C 2.199 -1.039 2.244
10 S 3.013 0.166 3.471
11 O 2.162 1.482 3.656
12 O 3.110 -0.447 4.919
13 F 4.588 0.662 3.007
14 C 1.609 -0.155 0.953
15 H -3.212 3.296 -0.782
16 H -1.694 3.247 -0.113
17 H -1.508 1.980 -2.708
18 H -2.978 1.248 -1.618
19 H -1.305 0.957 0.495
20 H 0.039 1.857 -0.474
21 H -1.098 -1.039 -1.398
22 H 0.370 -0.168 -2.196
23 H 1.549 -1.719 -0.703
24 H -0.086 -3.229 0.004
25 H -1.329 -1.976 0.675
26 H -0.595 -3.071 2.778
27 H 1.157 -3.561 2.164
28 H 1.131 -1.875 3.944
29 H 0.231 -0.751 3.000
30 H 2.908 -1.905 1.903
31 H 1.015 0.731 1.435
32 H 2.579 0.183 0.358
33 C -4.083 3.261 -4.912
34 Br -5.412 4.665 -4.694
35 Br -3.044 2.990 -3.291
36 Br -4.878 1.604 -5.549
37 H -3.386 3.599 -5.686
38 C -8.417 5.024 -1.474
39 Br -8.107 6.706 -2.400
40 Br -6.974 4.601 -0.239
41 Br -10.153 4.989 -0.597
42 H -8.428 4.237 -2.235
43 C 6.228 -0.605 -0.033
44 Br 7.968 -0.515 -0.898
45 Br 4.774 -0.380 -1.305
46 Br 6.026 -2.229 1.019
47 H 6.175 0.237 0.666
48 C 4.174 -6.303 1.138
49 Br 4.193 -7.435 -0.443
50 Br 5.970 -5.954 1.800
51 Br 3.180 -4.658 0.839
52 H 3.647 -6.857 1.922

Atoms 1-3, force components in eV/Å:
0.449 -1.151 2.814
1.095 -1.023 2.858
1.343 0.390 -0.099


Entry from OMol25: a molecular structure, C12H22BrErNO at a distorted geometry (ωB97M-V with the def2-TZVPD basis set).

Output
Charge: +3
E: -113967.0695 eV
Strongest force on any atom: 1.971 eV/A
Multiplicity: 4
Gap between HOMO and LUMO (spin up / spin down): 7.83 / 4.24 eV

CARTESIAN COORDINATES (ANGSTROEM)
1 C 4.674 -3.547 -0.158
2 C 4.630 -2.383 0.136
3 C 4.570 -0.978 0.526
4 C 3.295 -0.357 -0.092
5 C 3.323 1.134 -0.353
6 C 2.007 1.750 -0.819
7 O 0.877 1.203 -0.093
8 C -0.156 0.685 -0.794
9 Br 0.360 -0.867 -2.042
10 C -1.275 0.221 0.204
11 N -0.739 0.158 1.550
12 C -2.451 1.197 0.177
13 C -3.564 0.782 1.171
14 C -4.870 0.393 0.481
15 C -4.710 -0.777 -0.502
16 H 4.479 -4.524 -0.553
17 H 4.452 -0.983 1.609
18 H 5.485 -0.456 0.262
19 H 2.451 -0.670 0.516
20 H 3.174 -0.843 -1.073
21 H 4.115 1.375 -1.059
22 H 3.610 1.617 0.580
23 H 1.846 1.690 -1.893
24 H 2.043 2.806 -0.565
25 H -0.587 1.399 -1.493
26 H -1.566 -0.796 -0.045
27 H -0.723 -0.750 2.018
28 H -0.997 0.914 2.194
29 H -2.824 1.226 -0.844
30 H -2.070 2.182 0.449
31 H -3.254 -0.093 1.758
32 H -3.743 1.582 1.884
33 H -5.542 0.074 1.273
34 H -5.300 1.266 0.001
35 H -5.457 -1.543 -0.326
36 H -4.824 -0.450 -1.531
37 H -3.742 -1.273 -0.403
38 Er 3.004 -2.363 -2.149

Atoms 1-3, force components in eV/Å:
-1.003 -0.507 -1.091
0.257 0.556 0.060
-0.454 -0.008 0.345


Entry from OMol25: a molecular structure, C12H22BrNO3Sb at a distorted geometry (ωB97M-V with the def2-TZVPD basis set).

Output
Charge: -1
E: -97006.4890 eV
Strongest force on any atom: 2.308 eV/A
Multiplicity: 1
Gap between HOMO and LUMO: 6.51 eV

CARTESIAN COORDINATES (ANGSTROEM)
1 C 4.097 -0.476 1.130
2 C 3.224 -0.052 0.166
3 C 2.149 0.913 0.459
4 Sb 0.144 0.347 -0.430
5 C 1.007 -0.993 -1.994
6 C 0.864 -0.752 -3.331
7 C 0.307 2.147 -1.738
8 N 0.428 3.379 -0.952
9 C 0.068 -1.279 1.072
10 C -1.258 -1.554 1.781
11 C -1.621 -0.538 2.898
12 C -2.681 0.479 2.559
13 O -2.575 1.646 2.807
14 O -3.839 0.022 2.013
15 C -1.918 -0.040 -1.265
16 C -2.268 -1.311 -1.962
17 O -2.940 -1.352 -2.944
18 Br -1.684 -3.075 -1.296
19 H 4.595 0.269 1.743
20 H 4.330 -1.526 1.277
21 H 3.379 -0.432 -0.844
22 H 2.026 1.008 1.537
23 H 2.418 1.904 0.067
24 H -0.598 1.404 0.777
25 H 1.540 -1.866 -1.611
26 H 1.408 0.091 -3.756
27 H 0.185 -1.315 -3.976
28 H -0.536 2.252 -2.424
29 H 1.202 1.968 -2.343
30 H 1.175 3.963 -1.296
31 H 0.580 3.194 0.033
32 H 0.787 -1.000 1.845
33 H 0.453 -2.193 0.622
34 H -2.095 -1.695 1.097
35 H -1.147 -2.508 2.302
36 H -2.038 -1.112 3.730
37 H -0.750 0.002 3.251
38 H -3.672 -0.776 1.496
39 H -2.661 0.128 -0.484
40 H -2.087 0.728 -2.015

Atoms 1-3, force components in eV/Å:
-0.283 0.105 -0.532
0.582 -0.283 0.790
1.272 1.004 -0.403


Repeat the third record exactly.
Entry from OMol25: a molecular structure, C12H22Br12FN2O2S at a distorted geometry (ωB97M-V with the def2-TZVPD basis set).

Output
Charge: +1
E: -873922.5172 eV
Strongest force on any atom: 9.541 eV/A
Multiplicity: 1
Gap between HOMO and LUMO: 6.45 eV

CARTESIAN COORDINATES (ANGSTROEM)
1 N -2.202 3.193 -1.046
2 C -1.933 1.785 -1.618
3 C -0.860 1.081 -0.598
4 C -0.186 -0.310 -1.149
5 C 0.747 -1.108 -0.063
6 C -0.175 -2.255 0.688
7 C 0.363 -2.694 2.173
8 N 0.937 -1.543 2.974
9 C 2.199 -1.039 2.244
10 S 3.013 0.166 3.471
11 O 2.162 1.482 3.656
12 O 3.110 -0.447 4.919
13 F 4.588 0.662 3.007
14 C 1.609 -0.155 0.953
15 H -3.212 3.296 -0.782
16 H -1.694 3.247 -0.113
17 H -1.508 1.980 -2.708
18 H -2.978 1.248 -1.618
19 H -1.305 0.957 0.495
20 H 0.039 1.857 -0.474
21 H -1.098 -1.039 -1.398
22 H 0.370 -0.168 -2.196
23 H 1.549 -1.719 -0.703
24 H -0.086 -3.229 0.004
25 H -1.329 -1.976 0.675
26 H -0.595 -3.071 2.778
27 H 1.157 -3.561 2.164
28 H 1.131 -1.875 3.944
29 H 0.231 -0.751 3.000
30 H 2.908 -1.905 1.903
31 H 1.015 0.731 1.435
32 H 2.579 0.183 0.358
33 C -4.083 3.261 -4.912
34 Br -5.412 4.665 -4.694
35 Br -3.044 2.990 -3.291
36 Br -4.878 1.604 -5.549
37 H -3.386 3.599 -5.686
38 C -8.417 5.024 -1.474
39 Br -8.107 6.706 -2.400
40 Br -6.974 4.601 -0.239
41 Br -10.153 4.989 -0.597
42 H -8.428 4.237 -2.235
43 C 6.228 -0.605 -0.033
44 Br 7.968 -0.515 -0.898
45 Br 4.774 -0.380 -1.305
46 Br 6.026 -2.229 1.019
47 H 6.175 0.237 0.666
48 C 4.174 -6.303 1.138
49 Br 4.193 -7.435 -0.443
50 Br 5.970 -5.954 1.800
51 Br 3.180 -4.658 0.839
52 H 3.647 -6.857 1.922

Atoms 1-3, force components in eV/Å:
0.449 -1.151 2.814
1.095 -1.023 2.858
1.343 0.390 -0.099